84
Properties=species:S:1:pos:R:3:forces:R:3:mulliken_charge:R:1 method="wB97M-V/def2-TZVPD" homo_lumo_gap_ev=9.579 lumo_energy_ev=0.11 charge=0 max_force_ha_per_bohr=0.1645 mol_weight_g_mol=475.62
C 3.23305 3.94102 0.53905 4.06 -3.65 2.01 -0.64
O 2.81305 3.21102 1.66205 -1.03 -2.28 0.96 -0.46
C 2.19205 1.98302 1.32605 -1.44 1.16 -1.07 0.85
C 1.87205 1.28302 2.60405 -1.15 0.96 1.72 -1.07
N 1.60205 -0.22598 2.56805 -2.53 2.89 -3.74 0.32
H 0.64905 0.09702 1.96705 2.31 -3.28 0.70 -0.50
H 2.46205 -0.62998 1.94205 -3.34 0.45 1.88 0.38
C 1.10705 -0.83098 3.88705 -2.58 -1.67 -3.34 -0.70
C 0.56205 -2.34698 3.70605 -6.70 4.97 1.40 -0.39
O 0.19405 -2.83598 4.96205 0.29 0.18 1.61 -0.36
C -0.35395 -4.12198 5.01005 1.39 -3.80 -2.07 -0.73
H 3.76005 3.36002 -0.26895 0.41 0.20 1.22 0.26
H 3.74405 4.56002 1.19305 1.98 2.63 -0.69 0.39
H 2.50605 4.29802 0.02805 -5.26 3.05 -2.93 0.11
H 2.92405 1.46302 0.72705 -0.23 -0.70 -0.73 0.05
H 1.21705 2.28002 0.83705 0.98 -0.90 -0.32 -0.16
H 1.04105 1.92702 3.09805 1.11 -1.75 -0.52 0.28
H 2.74605 1.37902 3.13005 2.05 0.55 1.98 0.71
H 0.31005 -0.20098 4.24705 -0.03 0.33 0.13 0.32
H 1.96005 -0.76198 4.39705 2.95 -0.21 3.12 0.69
H 1.24705 -2.79498 3.22505 5.29 -4.16 -3.08 0.69
H -0.39995 -2.38398 3.00805 1.84 0.51 1.17 0.08
H -0.86595 -4.64198 5.87105 0.99 1.90 -0.12 0.33
H 0.34405 -4.95298 4.55205 0.25 1.36 1.69 0.30
H -0.97195 -4.36498 4.18705 -2.02 1.06 -1.03 0.26
C -0.18995 -0.58298 -0.06395 5.29 -2.79 -3.40 1.97
O 1.06905 -1.12998 -0.02295 -3.68 2.49 -1.49 -1.10
O -0.81895 -0.31098 -1.26995 1.44 -0.74 -0.87 -0.39
O -0.81295 -0.37298 0.93805 -1.18 1.53 1.88 -1.11
H -0.40195 -0.58698 -2.19595 -0.62 0.37 2.62 0.11
C -2.12195 4.37302 0.82805 1.32 1.68 -2.72 -1.38
C -2.27895 2.88602 0.67705 0.40 1.02 -1.29 0.24
O -1.44995 2.20802 1.56405 0.82 2.05 1.86 -0.47
H -2.35195 5.14402 -0.02595 -0.76 -2.06 1.03 0.30
H -1.04795 4.54602 0.70905 0.28 0.21 1.42 0.24
H -2.64395 4.70902 1.69405 0.35 0.52 0.90 0.38
H -2.03595 2.53302 -0.31395 -0.28 0.09 -0.64 0.20
H -3.26795 2.69802 0.91505 -2.24 -0.97 0.13 0.26
H -1.35995 1.35202 1.23305 0.12 -2.40 -0.62 0.27
C 0.56505 4.40202 -2.56595 -2.73 -2.23 3.82 -0.99
C 0.85505 2.86602 -2.36995 0.02 -1.80 -2.34 0.54
O 2.24505 2.60602 -2.67595 -1.14 5.46 0.57 -0.58
H 0.78205 4.90802 -3.47995 -0.03 -0.19 -0.69 0.39
H 1.15405 4.81102 -1.73195 -0.18 0.53 -0.43 0.23
H -0.61795 4.47302 -2.16795 3.06 0.27 -1.46 0.14
H 0.34205 2.16802 -3.11295 -0.17 1.25 0.72 0.22
H 0.48005 2.46602 -1.38095 0.77 0.83 -0.56 -0.33
H 2.57605 1.76602 -2.63995 0.22 -3.99 0.42 0.44
C 4.63005 -1.50498 -2.48395 -0.02 2.49 0.91 -1.61
C 3.88705 -0.24198 -1.83795 2.15 -2.35 2.13 0.11
O 2.58105 -0.12498 -2.24495 -2.72 -0.07 1.08 -0.60
H 5.67605 -1.47898 -2.27195 0.86 0.26 0.23 0.40
H 4.53005 -1.47798 -3.52095 0.03 1.13 -2.14 0.44
H 4.36705 -2.50798 -2.42495 -1.41 -1.81 1.72 0.38
H 4.65105 0.58202 -1.80895 -1.18 0.32 -1.79 0.37
H 3.87305 -0.22898 -0.73295 -0.01 -1.23 0.20 0.04
H 1.90705 -0.49198 -1.46995 2.30 0.87 -1.91 0.24
C -5.59395 0.95602 -0.37995 0.23 2.26 -0.28 -1.34
C -4.37595 -0.03398 -0.27395 -3.97 3.06 2.83 0.00
O -3.55395 0.29702 -1.30595 2.81 -1.33 0.40 -0.48
H -5.31695 2.06502 -0.27795 0.64 -1.44 -0.44 0.21
H -6.36195 1.02502 0.36505 -0.29 -1.25 1.05 0.43
H -6.18795 0.97502 -1.29595 0.47 -0.61 -0.39 0.34
H -4.75195 -0.98698 -0.10595 -0.76 -2.68 -1.61 0.49
H -4.16195 0.01102 0.83105 1.72 1.24 -0.74 0.19
H -2.67495 -0.13598 -1.09695 -1.02 0.88 -0.90 0.30
C -0.05895 -4.13898 -1.04995 -0.75 -0.60 -2.76 -0.84
O 0.87205 -3.79998 -0.12595 0.14 -1.39 1.50 -0.61
H -0.70595 -3.47698 -1.62695 1.04 2.04 -0.10 0.16
H -0.94695 -4.65498 -0.79195 -0.36 -1.74 1.82 0.39
H 0.43805 -4.71498 -1.81795 -0.01 -0.50 -0.43 0.36
H 1.02805 -2.88098 -0.04195 -0.01 1.95 -0.10 0.53
C -2.86995 -3.15198 0.96005 3.94 -0.82 -2.80 -0.71
O -2.49295 -2.06198 1.76505 -0.22 -0.64 -0.30 -0.57
H -2.66895 -2.93898 -0.12695 -1.03 0.37 0.66 0.11
H -3.77595 -3.58598 1.11505 -3.22 -0.17 0.61 0.58
H -2.25995 -4.12798 0.91005 0.32 1.34 1.36 0.19
H -2.08195 -1.39598 1.16705 -0.37 -0.61 0.99 -0.06
C -0.23295 -2.38398 -4.82795 0.51 -0.47 1.06 -0.80
O -0.53095 -1.14698 -4.14495 0.63 -1.17 -0.40 -0.35
H -1.09695 -3.00398 -4.91795 -0.84 -0.92 1.38 0.32
H 0.65005 -2.83298 -4.34295 -0.75 -0.06 -0.10 0.25
H -0.07195 -2.41498 -5.87995 1.04 1.56 -1.13 0.38
H -0.87895 -0.60398 -4.82995 -0.55 1.18 -0.44 0.20



41
Properties=species:S:1:pos:R:3:forces:R:3:nbo_charge:R:1 method="wB97M-V/def2-TZVPD" homo_lumo_gap_ev="5.908 / 5.941" lumo_energy_ev="-15.82 / -15.81" s_squared=2.056 multiplicity=3 charge=+4 max_force_ha_per_bohr=0.0160 mol_weight_g_mol=438.59
Mo 0.14282 0.27897 0.59014 -0.15 0.27 -0.76 0.58
C 1.03261 -2.76994 -0.57858 0.01 0.01 -0.05 -0.52
C 2.33393 -2.01576 -0.76840 0.01 -0.04 0.05 -0.54
S 2.47205 -0.49627 0.24421 -0.01 0.06 0.04 0.49
C 3.14103 -0.96179 1.88278 0.02 -0.07 0.00 -0.54
C 2.12744 -1.60170 2.80934 0.00 0.02 -0.02 -0.52
S 0.67072 -0.50737 2.87167 0.04 0.09 0.09 0.43
C -0.70705 -1.54724 3.45275 -0.04 0.03 0.01 -0.51
C -1.99527 -0.79438 3.17895 0.01 -0.07 0.00 -0.54
S -2.13295 -0.14067 1.47234 0.04 0.02 -0.04 0.49
C -2.79168 -1.46577 0.39847 -0.03 -0.06 0.03 -0.54
C -1.76312 -2.48752 -0.04365 -0.01 0.03 0.01 -0.52
S -0.36795 -1.62682 -0.86380 0.04 0.09 0.18 0.51
H 0.92763 -3.19681 0.41715 0.01 -0.01 0.02 0.24
H 0.94031 -3.57044 -1.31731 0.01 0.00 -0.02 0.31
H 2.47598 -1.66957 -1.79310 -0.03 -0.01 -0.03 0.29
H 3.19366 -2.64086 -0.51591 0.01 -0.01 -0.01 0.31
H 3.53879 -0.02573 2.28024 -0.01 0.02 0.01 0.30
H 3.99446 -1.61866 1.69640 0.00 -0.01 0.01 0.31
H 2.52386 -1.66435 3.82542 0.04 -0.01 0.00 0.32
H 1.80707 -2.59294 2.49153 0.02 -0.02 -0.01 0.25
H -0.56955 -1.69042 4.52737 -0.03 -0.01 0.01 0.32
H -0.65246 -2.51359 2.95402 -0.02 -0.02 0.01 0.25
H -2.10321 0.09165 3.80705 0.02 0.01 0.02 0.30
H -2.87328 -1.42258 3.34640 -0.01 0.00 0.02 0.31
H -3.23913 -0.93076 -0.44077 0.00 -0.01 -0.03 0.29
H -3.61021 -1.93627 0.94898 0.00 -0.02 -0.01 0.31
H -2.19008 -3.16709 -0.78557 -0.01 0.01 -0.01 0.31
H -1.36159 -3.07714 0.77916 -0.02 0.00 0.02 0.25
S -0.02590 2.16007 -0.66450 0.05 -0.19 0.49 0.11
C -0.26856 3.15584 -2.13345 0.07 -0.20 0.15 0.41
N -1.44340 3.51527 -2.56934 0.02 0.19 -0.20 -0.50
C -1.29389 4.51403 -3.68487 0.14 -0.22 0.19 -0.23
C 0.24585 4.57484 -3.87388 -0.07 -0.19 0.27 -0.23
N 0.73950 3.67150 -2.77825 -0.09 0.16 -0.23 -0.50
H -2.32535 3.27663 -2.14226 -0.06 0.01 -0.01 0.46
H -1.71996 5.46001 -3.36413 -0.04 0.05 -0.02 0.26
H -1.81226 4.14308 -4.56317 -0.04 0.03 -0.05 0.27
H 0.65331 5.56869 -3.71569 0.02 0.05 -0.05 0.27
H 0.57235 4.17964 -4.83075 0.02 0.01 -0.06 0.26
H 1.71348 3.54222 -2.54704 0.04 0.02 -0.02 0.46



18
Properties=species:S:1:pos:R:3:forces:R:3:nbo_charge:R:1 method="wB97M-V/def2-TZVPD" relative_energy_kcal_mol=19.66 homo_lumo_gap_ev=7.634 lumo_energy_ev=3.82 charge=-1 max_force_ha_per_bohr=0.0497 mol_weight_g_mol=103.14
C 2.28102 1.92969 -1.07590 -0.62 -1.09 0.05 -0.62
C 1.81723 0.89072 -0.04467 0.47 -1.39 0.81 -0.64
H 3.34453 1.78741 -1.25341 0.10 0.54 -0.06 0.20
H 1.76374 1.69875 -2.01130 0.14 0.18 -0.09 0.20
H 1.99190 2.94236 -0.81814 0.38 0.22 0.16 0.20
H 1.30130 0.02845 -0.46907 -0.49 0.42 -0.27 0.23
H 1.24490 1.19739 0.82595 -0.42 0.49 -0.34 0.23
H 2.60687 0.30810 0.46091 0.43 0.65 -0.30 0.21
C -1.67558 -1.30998 -0.14650 -1.85 0.51 0.55 -0.51
C -2.45139 -0.21289 0.64376 0.41 -2.33 0.97 -0.66
C -0.47374 -1.80607 0.66888 1.25 -1.25 -1.08 0.75
O -0.00924 -1.11233 1.59544 -0.40 0.32 0.11 -0.78
O -0.03347 -2.92318 0.26264 -0.20 0.50 0.31 -0.80
H -2.32205 -2.18262 -0.30047 0.02 -0.01 0.24 0.19
H -1.52342 -0.99521 -1.17948 0.87 0.22 0.06 0.19
H -3.40729 0.05487 0.19655 0.44 1.06 -0.37 0.19
H -1.67201 0.41841 1.07509 -0.56 1.04 -0.64 0.25
H -2.78330 -0.71386 1.56971 0.02 -0.07 -0.10 0.19



13
Properties=species:S:1:pos:R:3:forces:R:3:nbo_charge:R:1 method="wB97M-V/def2-TZVPD" relative_energy_kcal_mol=1.13 smiles="O=C1CCC(=O)C1" homo_lumo_gap_ev=10.150 lumo_energy_ev=0.49 charge=0 max_force_ha_per_bohr=0.0101 mol_weight_g_mol=98.10
O 0.54533 0.98159 2.20673 -0.15 -0.11 -0.45 -0.51
C 0.21612 0.63636 1.09990 0.11 0.15 0.23 0.61
C 1.13605 0.50757 -0.11220 0.07 0.04 0.05 -0.52
C 0.53065 -0.63175 -0.94394 -0.02 -0.04 -0.04 -0.53
C -0.91206 -0.79314 -0.45344 -0.21 -0.21 -0.19 0.61
O -1.69841 -1.60307 -0.87717 0.32 0.36 0.19 -0.51
C -1.17462 0.20868 0.66192 -0.05 -0.07 0.08 -0.64
H 2.17221 0.35828 0.19857 -0.16 0.00 -0.03 0.24
H 1.08568 1.45993 -0.65687 0.01 -0.12 0.09 0.24
H 1.04750 -1.58388 -0.77859 -0.09 0.12 -0.01 0.25
H 0.53392 -0.45121 -2.02294 -0.01 -0.03 0.15 0.25
H -1.81060 -0.17299 1.46288 0.12 0.04 -0.11 0.26
H -1.67177 1.08361 0.21515 0.07 -0.12 0.06 0.27



14
Properties=species:S:1:pos:R:3:forces:R:3:nbo_charge:R:1 method="wB97M-V/def2-TZVPD" relative_energy_kcal_mol=24.21 homo_lumo_gap_ev="6.005 / 7.697" lumo_energy_ev="0.71 / -2.18" s_squared=2.009 multiplicity=3 charge=0 max_force_ha_per_bohr=0.1456 mol_weight_g_mol=126.18
C -1.71649 -0.85640 0.01290 2.10 1.29 0.68 0.27
C 0.33451 -0.05733 -1.22604 -7.48 0.11 0.35 -0.17
C 1.67099 -0.18664 -1.03397 7.04 -0.50 1.24 -0.58
C 0.49440 -0.42559 1.16569 -0.13 0.37 2.82 -0.55
C -0.54068 -0.01205 0.09384 3.37 0.70 -2.05 -0.08
N -2.55274 -1.56333 0.28787 -2.29 -1.69 0.05 -0.29
N -0.82923 1.38345 0.37728 -0.06 -0.28 0.54 -0.82
S 2.19538 -0.55403 0.58300 -1.17 0.43 -1.94 0.50
H -0.24206 0.07438 -2.14103 0.60 -0.09 0.07 0.21
H 2.43345 -0.36579 -1.76825 -0.13 -0.03 -0.39 0.23
H 0.53463 0.47505 1.92209 -0.48 -2.37 -1.00 0.27
H 0.30939 -1.43579 1.57610 -0.30 0.80 0.37 0.25
H -0.29616 1.94198 -0.24990 -0.07 0.74 -0.48 0.38
H -1.79538 1.58210 0.40043 -1.00 0.53 -0.25 0.38